Record 1
Here is a structure of composition C28H25N6O4S5W from the OMol25 dataset. Energies are from the ωB97M-V functional and the def2-TZVPD basis.

The geometry in ORCA input format:
```
! RIJCOSX wB97M-V def2-TZVPD def2/J DEFGRID3
* xyz 3 1
W 0.93636 -0.21529 0.80720
C -2.23325 2.41170 -0.88481
C -0.89559 1.97235 -0.38311
N -0.72501 0.73414 0.03262
N -1.84685 -0.06420 0.11239
C -1.97680 -0.76280 1.18880
S -0.76312 -0.68800 2.50030
S -3.29642 -1.87640 1.22354
C -3.62338 -2.07783 3.02736
C -4.33200 -0.87270 3.57295
C -3.66704 0.01379 4.41408
C -4.32446 1.12772 4.91560
C -5.64730 1.36625 4.57203
C -6.31712 0.48186 3.73541
C -5.66323 -0.63133 3.23754
C 0.16754 2.95649 -0.27328
C 0.02227 4.24884 -0.79927
C 0.96992 5.22256 -0.57538
C 2.09475 4.94841 0.20180
C 2.27079 3.69117 0.74264
C 1.32545 2.70622 0.49844
O 1.45197 1.46525 0.99161
H -2.95394 1.60514 -0.84272
H -2.13919 2.74903 -1.91881
H -2.60030 3.24997 -0.29250
H -2.67579 -2.26810 3.52592
H -4.24143 -2.97305 3.07401
H -2.64017 -0.18472 4.70059
H -3.81118 1.80254 5.58794
H -6.15807 2.23651 4.96141
H -7.35354 0.65944 3.48135
H -6.18936 -1.32431 2.59022
H -0.84859 4.48351 -1.39436
H 0.83334 6.21012 -0.99369
H 2.82942 5.71967 0.38713
H 3.12716 3.45639 1.36230
O -0.26608 -8.29794 -3.15044
S -0.71854 -8.54815 -1.84382
O -0.30182 -7.06902 -0.88054
O 0.54735 -9.31325 -0.97880
C 1.40210 -8.49692 -0.41353
N 2.54335 -8.86900 0.06713
C 3.30183 -7.92446 0.61327
C 2.91780 -6.59093 0.65710
C 1.68937 -6.19233 0.14102
N 0.94824 -7.20548 -0.37430
C 1.22883 -4.79173 0.14796
C 0.16718 -4.31085 -0.63121
C -0.18791 -2.97776 -0.59031
N 0.44297 -2.10217 0.18815
C 1.47216 -2.54891 0.94800
C 1.88183 -3.85359 0.96991
H 4.24959 -8.25980 1.01668
H 3.59171 -5.86531 1.07985
H -0.38670 -4.96724 -1.27883
H -1.01372 -2.58518 -1.17028
H 1.87337 -1.83129 1.72680
H 2.66018 -4.14484 1.65781
S 2.42335 -0.28001 -1.32987
C 3.95908 -0.05347 -0.65987
N 5.04163 0.25741 -1.32974
C 6.31301 0.26546 -0.60476
C 5.97172 0.41841 0.87664
S 4.26090 -0.23104 1.04235
H 5.02083 0.36522 -2.33621
H 6.93246 1.09153 -0.94896
H 6.84828 -0.66530 -0.80105
H 5.96110 1.45485 1.20416
H 6.62849 -0.15697 1.52195
*
```

The LUMO energy is -10.0758 eV. For the calculated total energy, the calculation gives -3768.5097 hartree. The relative energy (zero: lowest compared OMol25 entry of this formula, charge and spin) comes out at 57.6 kcal/mol. For the HOMO energy, the calculation gives -0.531 hartree. The calculation puts the HOMO-LUMO gap at 0.16058 Ha.

***

Record 2
Here is a structure of composition C28H26BN5O6PSTa from the OMol25 dataset. Energies are from the ωB97M-V functional and the def2-TZVPD basis.

The geometry in ORCA input format:
```
! RIJCOSX wB97M-V def2-TZVPD def2/J DEFGRID3
* xyz 0 1
Ta -0.40817 1.87125 -0.04368
O -2.45776 -0.85934 2.13968
C -1.36282 -0.47468 1.85541
O -1.20814 0.37791 0.79734
C -0.10712 -0.81613 2.60492
P 1.39459 -1.11391 1.56360
C 2.64052 -1.24054 2.89181
C 2.75824 -2.35264 3.72509
C 3.70430 -2.36838 4.73687
C 4.53620 -1.27129 4.92795
C 4.42243 -0.16193 4.10498
C 3.48079 -0.14610 3.08364
C 1.16000 -2.86025 1.07207
C -0.07501 -3.50425 1.09916
C -0.21817 -4.78118 0.56698
C 0.86960 -5.43016 0.00607
C 2.10756 -4.79823 -0.02146
C 2.24821 -3.52319 0.49902
H -0.32584 -1.64621 3.27597
H 0.14461 0.05976 3.20819
H 2.11545 -3.21220 3.57419
H 3.79453 -3.23590 5.37796
H 5.27491 -1.28579 5.71899
H 5.06866 0.69391 4.25005
H 3.39323 0.72320 2.44172
H -0.94288 -3.02886 1.53857
H -1.18496 -5.26719 0.59709
H 0.75673 -6.42378 -0.40748
H 2.96313 -5.29899 -0.45590
H 3.21539 -3.03334 0.46212
B -1.68551 3.79058 -2.08845
N -2.10631 4.31531 -0.68380
C -2.77117 5.36056 -0.20396
C -2.79389 5.28049 1.18525
C -2.09521 4.12327 1.48596
N -1.69245 3.54773 0.34311
N -2.43793 2.46260 -2.30098
C -3.45217 2.04868 -3.06113
C -3.78323 0.75440 -2.68674
C -2.90176 0.44582 -1.65817
N -2.09147 1.48634 -1.44166
H -1.87601 4.58738 -2.95623
H -0.51089 3.45995 -1.93179
H -3.17760 6.10009 -0.87324
H -3.23945 5.97360 1.87534
H -1.83794 3.69049 2.43882
H -3.87281 2.69763 -3.81095
H -4.54841 0.12514 -3.10484
H -2.80375 -0.45294 -1.07329
C 0.78013 1.04977 -1.69418
C 0.16600 0.09007 -2.65146
C -0.30531 0.53288 -3.88884
C -0.96143 -0.32547 -4.75062
C -1.15091 -1.65940 -4.39223
C -0.65719 -2.12478 -3.17561
C -0.00558 -1.25391 -2.32188
C -1.85620 -2.54760 -5.27421
N -2.42764 -3.25127 -5.98134
H 1.18253 1.92284 -2.20939
H 1.60595 0.59731 -1.12684
H -0.16474 1.56991 -4.17087
H -1.33217 0.02933 -5.70313
H -0.78650 -3.16335 -2.89860
H 0.37364 -1.62423 -1.38024
O 2.91139 2.46998 1.46874
S 1.59704 3.01876 1.47350
O 0.54035 1.89816 1.77257
O 1.09100 3.20769 0.00488
O 1.31938 4.17465 2.25559
*
```

The LUMO energy is -0.9255 eV. For the calculated total energy, the calculation gives -2629.4329 hartree. The relative energy (zero: lowest compared OMol25 entry of this formula, charge and spin) comes out at 0.0 kcal/mol. For the HOMO energy, the calculation gives -0.318 hartree. The calculation puts the HOMO-LUMO gap at 0.28433 Ha.

***

Record 3
Here is a structure of composition C28H26BrCrN4O6 from the OMol25 dataset. Energies are from the ωB97M-V functional and the def2-TZVPD basis.

The geometry in ORCA input format:
```
! RIJCOSX wB97M-V def2-TZVPD def2/J DEFGRID3
* xyz 0 4
Cr -0.09632 0.23227 1.65306
O -1.30947 -1.68901 4.89017
C -1.21730 -0.68813 4.21955
O -1.13233 -0.72192 2.90183
C -1.27502 0.69431 4.84861
C -2.15460 1.66375 4.03678
C -2.54234 2.86058 4.91006
C -1.20445 3.64147 4.95843
C -0.30712 2.74855 4.09633
O -1.21711 2.23663 3.11249
C 0.08061 1.48053 4.87879
C 1.26579 0.77960 4.23569
O 2.20304 0.39270 4.89193
O 1.22654 0.67867 2.91820
H -1.64805 0.55314 5.86064
H -2.96444 1.19413 3.48516
H -2.89782 2.55182 5.89244
H -3.32616 3.44532 4.43129
H -0.81183 3.76571 5.96702
H -1.30534 4.62741 4.50747
H 0.52083 3.24659 3.59879
H 0.36813 1.70090 5.90434
Br 2.84284 -2.97530 -5.00775
C 1.00316 -2.55061 -4.85570
C 0.61108 -1.22132 -4.83609
C -0.73299 -0.90668 -4.71532
C -1.67323 -1.92638 -4.63266
C -1.27382 -3.25294 -4.70848
C 0.07171 -3.57326 -4.79431
N -3.08842 -1.65856 -4.64539
N -3.61854 -0.89291 -3.83212
C -2.87022 -0.32843 -2.73820
C -2.88199 1.03623 -2.59575
C -2.21532 1.69789 -1.55044
C -1.56075 0.96423 -0.58050
O -0.97453 1.46630 0.48064
C -1.58323 -0.45527 -0.70849
N -0.96438 -1.11006 0.30759
C -1.01593 -2.41696 0.37836
C -1.68884 -3.17339 -0.59862
C -2.29495 -2.53784 -1.64670
C -2.24858 -1.12758 -1.74532
H 1.34943 -0.43640 -4.92332
H -1.04732 0.12761 -4.69813
H -2.02432 -4.03346 -4.70378
H 0.39046 -4.60541 -4.83462
H -3.42461 1.61711 -3.33233
H -2.24751 2.77591 -1.47306
H -0.54830 -2.87778 1.23929
H -1.73240 -4.24833 -0.49798
H -2.83882 -3.11030 -2.38562
C 4.58623 -0.84482 -0.53311
C 3.70846 0.28804 -1.08156
C 4.39283 1.64870 -0.89153
C 3.35969 0.05060 -2.55366
C 2.46190 0.30554 -0.30142
N 1.51704 0.33619 0.33995
H 5.52539 -0.85539 -1.08719
H 4.10153 -1.81309 -0.65740
H 4.80509 -0.69679 0.52388
H 5.32293 1.65200 -1.46088
H 4.62624 1.82725 0.15759
H 3.76182 2.46047 -1.25272
H 4.28189 0.02652 -3.13526
H 2.72901 0.85341 -2.93723
H 2.84506 -0.89978 -2.69364
*
```

The LUMO energy (spin up / spin down) is -0.5339 / -0.6947 eV. For the calculated total energy, the calculation gives -5371.6176 hartree. The relative energy (zero: lowest compared OMol25 entry of this formula, charge and spin) comes out at 0.0 kcal/mol. For the HOMO energy (spin up / spin down), the calculation gives -0.292 / -0.297 hartree. The calculation puts the HOMO-LUMO gap (spin up / spin down) at 0.27244 / 0.27100 Ha.

***

Record 4
Here is a structure of composition C28H26BrHfI2N5O from the OMol25 dataset. Energies are from the ωB97M-V functional and the def2-TZVPD basis.

The geometry in ORCA input format:
```
! RIJCOSX wB97M-V def2-TZVPD def2/J DEFGRID3
* xyz 2 1
Hf 0.57937 -0.07591 0.64224
C 3.78456 -1.75743 -2.12799
C 2.96916 -1.34011 -0.95949
N 1.99848 -0.49261 -1.02271
N 1.66526 -0.03295 -2.29126
C 0.60916 0.71958 -2.19236
O 0.11097 1.01904 -1.00772
C -0.11311 1.15843 -3.38764
C 0.33003 0.77994 -4.65516
C -0.37126 1.18645 -5.77487
C -1.51308 1.96719 -5.63721
C -1.95813 2.34232 -4.37684
C -1.25916 1.94116 -3.25159
C 3.13836 -1.98327 0.36305
C 4.21172 -2.80426 0.65143
C 4.26095 -3.44784 1.88370
C 3.22303 -3.25957 2.77055
C 2.18226 -2.41212 2.41748
N 2.13061 -1.76732 1.24899
H 3.74435 -1.00686 -2.90988
H 3.36681 -2.68692 -2.52710
H 4.81576 -1.95254 -1.84615
H 1.21670 0.17146 -4.76166
H -0.03058 0.89538 -6.75854
H -2.05668 2.28120 -6.51775
H -2.85062 2.94416 -4.27506
H -1.60449 2.21886 -2.26559
H 4.99850 -2.95475 -0.07045
H 5.09262 -4.09392 2.12930
H 3.19796 -3.75590 3.72967
H 1.36081 -2.25377 3.09816
I 3.25982 1.25594 2.01779
C 2.73893 2.71162 3.48231
I 2.29397 4.64170 2.78167
H 3.62916 2.78582 4.09717
H 1.91317 2.31755 4.06183
Br -0.63185 -0.57871 3.21953
C -2.07791 -1.65881 2.54907
C -3.03543 -2.05500 3.42902
C -4.08354 -2.86738 2.94449
C -4.10402 -3.24532 1.63482
C -3.09251 -2.83013 0.73441
C -3.10309 -3.24655 -0.61980
C -2.11331 -2.86078 -1.47317
C -1.08091 -2.01369 -1.01679
C -1.01727 -1.54749 0.28394
C -2.03886 -1.99395 1.17907
H -2.99994 -1.76666 4.46972
H -4.85746 -3.18974 3.62589
H -4.89824 -3.87816 1.26122
H -3.90970 -3.88356 -0.95897
H -2.11957 -3.19354 -2.50198
H -0.32801 -1.73061 -1.74922
C -1.08533 4.96627 0.35426
N -1.25543 4.04906 1.48819
C -2.16294 4.41066 2.58850
C -0.66855 2.90882 1.48996
N -0.13710 1.87233 1.49332
H -0.80483 5.94611 0.73754
H -2.02041 5.03988 -0.19998
H -0.29922 4.59045 -0.29553
H -1.83762 5.35821 3.01465
H -2.12300 3.63782 3.35131
H -3.17934 4.50072 2.20816
*
```

The LUMO energy is -6.5171 eV. For the calculated total energy, the calculation gives -4648.6294 hartree. The relative energy (zero: lowest compared OMol25 entry of this formula, charge and spin) comes out at 4.8 kcal/mol. For the HOMO energy, the calculation gives -0.489 hartree. The calculation puts the HOMO-LUMO gap at 0.24988 Ha.